No. 1
This record from OMol25 describes a structure of composition C37H21CaN10O2 in a non-equilibrium geometry. The level of theory is ωB97M-V with the def2-TZVPD basis set.

XYZ file:
```
71
Properties=species:S:1:pos:R:3:lowdin_charge:R:1
Ca -0.80819 -0.08693 0.04959 1.35
C -0.34184 -0.80158 -6.34206 -0.10
C -0.34758 0.59682 -6.35999 -0.10
C -0.68348 1.32847 -5.23188 -0.02
C -1.02955 0.62919 -4.08536 -0.10
C -1.35152 1.04809 -2.72035 -0.29
N -1.30105 2.31689 -2.33488 0.20
C -1.29835 2.70331 -1.06598 -0.31
C -0.83449 4.03573 -0.67345 -0.11
C -0.36275 5.11598 -1.40167 -0.02
C 0.17946 6.18154 -0.70025 -0.10
C 0.25356 6.16668 0.69557 -0.10
C -0.21145 5.08365 1.42571 -0.02
C -0.75458 4.01831 0.72444 -0.11
C -1.18990 2.68109 1.13585 -0.29
N -1.10947 2.28237 2.40183 0.20
C -1.23270 1.02115 2.80252 -0.29
N -1.55303 -0.06493 2.05997 0.01
C -1.39324 -1.18315 2.80710 -0.29
N -1.49060 -2.45090 2.42319 0.20
C -1.57486 -2.83873 1.15989 -0.30
N -1.67669 -2.06222 0.05662 0.01
C -1.51913 -2.82951 -1.04443 -0.29
N -1.40174 -2.43421 -2.30647 0.20
C -1.37131 -1.16385 -2.69994 -0.29
N -1.56919 -0.05032 -1.95706 0.01
C -1.02989 -0.77496 -4.06922 -0.10
C -0.67636 -1.50366 -5.19506 -0.03
C -1.36214 -4.23105 -0.64383 -0.10
C -1.10001 -5.38967 -1.35672 -0.02
C -0.89169 -6.55800 -0.63963 -0.10
C -0.92553 -6.56270 0.75697 -0.10
C -1.17254 -5.40075 1.47195 -0.02
C -1.40265 -4.23695 0.75726 -0.10
C -0.98224 -0.80487 4.15994 -0.10
C -0.62097 -1.54485 5.27587 -0.02
C -0.19699 -0.85502 6.40035 -0.10
C -0.12208 0.54154 6.40617 -0.10
C -0.45619 1.28349 5.28423 -0.03
C -0.88668 0.59559 4.15952 -0.10
N -1.52801 1.95896 0.04252 0.01
H -0.06652 -1.34027 -7.24093 0.09
H -0.07240 1.11428 -7.27145 0.09
H -0.66787 2.41093 -5.23159 0.11
H -0.41087 5.11015 -2.48307 0.11
H 0.57261 7.03557 -1.23937 0.09
H 0.69819 7.00998 1.21095 0.09
H -0.14783 5.05478 2.50608 0.11
H -0.66054 -2.58567 -5.16032 0.11
H -1.04484 -5.36799 -2.43779 0.11
H -0.68613 -7.48183 -1.16722 0.09
H -0.73855 -7.48935 1.28645 0.09
H -1.17012 -5.38765 2.55439 0.11
H -0.66621 -2.62610 5.24906 0.11
H 0.09345 -1.40225 7.28921 0.09
H 0.21097 1.04984 7.30339 0.09
H -0.37628 2.36302 5.27261 0.11
C 4.01008 2.21437 -0.79484 -0.04
N 3.36482 0.99864 -0.34070 -0.06
C 4.05773 -0.08822 0.10504 -0.08
C 3.43924 -1.20523 0.52064 0.00
C 1.97727 -1.24567 0.50399 -0.51
O 1.32850 -2.22119 0.88963 0.02
N 1.32809 -0.13789 0.03558 0.00
C 1.95499 0.96587 -0.39134 -0.51
O 1.37459 1.95994 -0.82813 0.05
H 5.09050 2.09073 -0.73408 0.08
H 3.70110 3.06116 -0.18154 0.09
H 3.71958 2.43246 -1.82206 0.09
H 5.13580 0.01905 0.09720 0.12
H 3.97828 -2.07149 0.87138 0.10
```

Values from the calculation:
- E_HOMO (alpha / beta): -0.1285 / -0.1285 Eh
- E: -76152.1657 eV
- Orbital gap (alpha / beta): 4.96 / 4.96 eV
- Net charge: -1
- Multiplicity: 1
- LUMO (alpha / beta): 0.05372 / 0.05376 Eh

No. 2
This record from OMol25 describes a structure of composition C35H44N3O5S2SiTa. The level of theory is ωB97M-V with the def2-TZVPD basis set.

XYZ file:
```
91
Properties=species:S:1:pos:R:3:lowdin_charge:R:1
Ta 0.56366 -0.18357 0.85812 1.56
C 2.14267 3.99879 -0.01137 0.01
C 2.24004 2.51796 0.18891 -0.21
N 1.13425 1.85087 0.29697 -0.14
N -0.05780 2.57814 0.32138 -0.02
C -1.01777 1.93010 -0.25956 -1.06
S -0.77792 0.38600 -1.08675 0.64
S -2.63206 2.52816 -0.27911 0.96
C -2.50817 4.04001 0.73117 -0.40
C -2.30688 3.82520 2.20489 -0.31
C -1.17762 4.32507 2.84537 -0.05
C -1.04702 4.23434 4.22449 -0.06
C -2.04834 3.63555 4.97777 -0.07
C -3.16461 3.10680 4.34127 -0.07
C -3.29366 3.20303 2.96403 -0.05
C 3.52260 1.82786 0.29258 -0.10
C 4.73729 2.52322 0.16150 -0.01
C 5.95018 1.90191 0.35266 -0.06
C 5.99048 0.55318 0.70113 -0.05
C 4.82127 -0.16438 0.82984 0.00
C 3.59434 0.45776 0.60433 -0.31
O 2.48066 -0.27431 0.71550 -0.29
H 1.62009 4.43692 0.83943 0.09
H 1.53549 4.20689 -0.89235 0.10
H 3.10509 4.47983 -0.12159 0.07
H -3.48067 4.49896 0.54162 0.08
H -1.74290 4.68437 0.30231 0.08
H -0.40232 4.80567 2.25765 0.10
H -0.16243 4.62230 4.71803 0.11
H -1.93748 3.55287 6.05219 0.11
H -3.93879 2.62078 4.92056 0.11
H -4.17791 2.80702 2.47594 0.11
H 4.73492 3.57187 -0.09103 0.10
H 6.86584 2.46612 0.24590 0.11
H 6.94016 0.06446 0.87354 0.11
H 4.82706 -1.20975 1.10565 0.12
O 1.70234 3.31547 6.91092 -0.03
C 0.84073 2.42260 6.84091 -0.70
O -0.08666 2.08906 7.59097 -0.02
C 0.92212 1.61071 5.52473 -0.07
C 2.03676 1.68822 4.70220 0.03
C 2.01558 1.09569 3.45725 -0.07
N 0.92953 0.46778 2.98406 -0.02
C -0.14385 0.36865 3.79960 -0.17
C -0.17422 0.88016 5.06990 0.08
C -1.33082 -0.27875 3.16193 -0.50
O -2.38392 -0.47337 3.68386 0.17
O -1.05145 -0.60279 1.87842 -0.27
H 2.89231 2.25816 5.03869 0.13
H 2.87886 1.13446 2.80881 0.10
H -1.05084 0.76857 5.69219 0.14
C -1.42916 -4.75746 -1.00716 -0.09
C -1.30333 -3.22106 -1.00066 -0.61
C -2.46388 -2.67092 -0.15248 -0.11
C -1.54761 -2.75398 -2.44493 -0.11
Si 0.42540 -2.69972 -0.28109 0.80
C 1.81333 -2.87831 -1.62481 -0.61
C 3.24116 -2.86133 -1.06321 -0.10
C 1.71865 -1.68746 -2.59310 -0.12
C 1.66940 -4.17849 -2.43431 -0.09
C 0.82698 -3.72777 1.32874 -0.62
C 1.34584 -5.13945 1.01588 -0.09
C 1.91014 -2.98570 2.12659 -0.11
C -0.36487 -3.89107 2.28449 -0.09
H -2.38698 -5.02418 -1.46633 0.09
H -1.42860 -5.18001 -0.00398 0.06
H -0.64511 -5.24911 -1.58164 0.07
H -3.40408 -3.06297 -0.55582 0.09
H -2.52099 -1.58457 -0.18381 0.04
H -2.40914 -2.96635 0.89197 0.06
H -2.55604 -3.06465 -2.73788 0.09
H -0.85569 -3.19857 -3.15944 0.06
H -1.50571 -1.67246 -2.56062 0.02
H 3.44774 -1.94889 -0.51168 0.03
H 3.94552 -2.90491 -1.90136 0.09
H 3.45899 -3.71136 -0.41931 0.07
H 1.95659 -0.74551 -2.09065 0.05
H 0.73367 -1.58112 -3.04782 0.05
H 2.44426 -1.82112 -3.40296 0.09
H 1.73188 -5.06661 -1.80411 0.07
H 2.48842 -4.23412 -3.15999 0.09
H 0.73910 -4.22873 -2.99603 0.06
H 2.27183 -5.13488 0.44594 0.06
H 0.61582 -5.73350 0.46500 0.07
H 1.54762 -5.66052 1.95884 0.09
H 2.80943 -2.77414 1.55073 0.05
H 2.19505 -3.57816 3.00311 0.10
H 1.54122 -2.03368 2.53890 0.05
H -1.14816 -4.52686 1.87692 0.07
H -0.81826 -2.94152 2.56470 0.06
H -0.00829 -4.36991 3.20310 0.09
```

Values from the calculation:
- E_HOMO: -0.2977 Eh
- E: -82820.0856 eV
- Orbital gap: 6.42 eV
- Net charge: 0
- Multiplicity: 1
- LUMO: -0.06175 Eh

No. 3
This record from OMol25 describes a structure of composition C48H57BGeN11ORe in a non-equilibrium geometry. The level of theory is ωB97M-V with the def2-TZVPD basis set.

XYZ file:
```
120
Properties=species:S:1:pos:R:3:lowdin_charge:R:1
Re -0.54696 -0.28282 -0.10273 1.45
C -4.19099 -1.81264 -2.34689 -0.04
C -2.91125 -1.27412 -2.23148 -0.16
N -2.52137 -1.22207 -0.95860 -0.04
N -3.55426 -1.71818 -0.22624 0.03
C -4.55476 -2.08951 -1.04702 -0.05
B -3.61871 -1.81667 1.33180 -0.65
N -2.20397 -2.15943 1.92002 0.05
C -1.98803 -2.94686 2.98584 -0.06
C -0.65716 -2.87676 3.34342 -0.03
C -0.09796 -2.01860 2.41123 -0.17
N -1.02499 -1.57945 1.55194 -0.11
N -4.13356 -0.49790 1.91706 -0.02
C -4.70028 -0.23641 3.12667 -0.10
C -4.83424 1.12747 3.22937 -0.07
C -4.28999 1.61922 2.02130 -0.16
N -3.86500 0.63666 1.24222 0.08
N -4.61746 -2.91708 1.69734 -0.04
C -5.94614 -2.76963 1.95116 -0.11
C -6.51437 -4.01591 1.94840 -0.07
C -5.43606 -4.88753 1.66698 -0.16
N -4.29975 -4.22818 1.50232 0.08
H -4.76027 -1.99162 -3.24729 0.10
H -2.26381 -0.95162 -3.03063 0.06
H -5.46279 -2.52799 -0.65751 0.13
H -2.79625 -3.51014 3.42350 0.12
H -0.16131 -3.38677 4.15607 0.10
H 0.92097 -1.68403 2.31836 0.07
H -4.96184 -1.02984 3.81606 0.12
H -5.25628 1.68859 4.05109 0.09
H -4.17998 2.64634 1.69492 0.11
H -6.38854 -1.79590 2.10036 0.12
H -7.55055 -4.26427 2.12670 0.09
H -5.44373 -5.96928 1.57607 0.10
C 1.72554 3.27477 -3.47594 -0.05
N 1.38936 2.11694 -2.65228 -0.11
C 1.90052 2.21199 -1.28822 -0.03
C 0.50142 1.17179 -3.03646 -0.41
N -0.14154 0.38153 -2.21814 0.04
N 0.22882 1.13355 -4.40074 -0.17
C 1.33859 0.89805 -5.31794 -0.05
C -1.01693 0.51569 -4.81517 -0.07
H 1.57507 4.17709 -2.87971 0.10
H 1.08674 3.33201 -4.35004 0.08
H 2.77431 3.24250 -3.78847 0.09
H 2.96352 2.46850 -1.32677 0.10
H 1.78835 1.27044 -0.77520 0.02
H 1.36439 2.98351 -0.72853 0.09
H -0.64774 -0.30471 -2.74634 0.01
H 2.26881 1.26594 -4.89324 0.08
H 1.16025 1.41349 -6.26416 0.09
H 1.45376 -0.17245 -5.52531 0.09
H -0.96374 -0.58355 -4.82854 0.09
H -1.24645 0.84612 -5.82816 0.10
H -1.83060 0.83673 -4.16517 0.07
C -0.68893 1.55153 3.24610 -0.06
C 0.19934 2.65666 2.66388 -0.35
C 1.58519 2.10933 2.29900 -0.06
C -0.41925 3.49124 1.53965 -0.13
C -0.27366 4.86962 1.66994 -0.06
C -0.81496 5.76269 0.76038 -0.10
C -1.56585 5.24302 -0.27506 -0.07
C -1.74304 3.87081 -0.47256 -0.11
C -2.69072 3.54426 -1.64875 -0.35
C -3.33155 2.16000 -1.74660 -0.07
C -2.04796 3.88842 -2.99064 -0.06
C -1.09681 2.96649 0.40885 -0.27
O -1.18722 1.63657 0.22017 -0.31
H -0.23724 1.16996 4.17003 0.08
H -0.80524 0.71435 2.56500 0.03
H -1.68722 1.92136 3.48347 0.08
H 0.35606 3.36761 3.47582 0.12
H 1.50148 1.33606 1.53584 0.03
H 2.06869 1.65842 3.17573 0.08
H 2.23846 2.90488 1.91973 0.09
H 0.26829 5.25086 2.53250 0.11
H -0.69512 6.83299 0.88659 0.10
H -2.06827 5.92553 -0.95705 0.11
H -3.51751 4.24719 -1.52273 0.13
H -2.60687 1.41543 -2.06927 0.03
H -4.13910 2.19459 -2.48932 0.09
H -3.74903 1.81395 -0.80359 0.05
H -1.24967 3.18268 -3.21153 0.05
H -1.61922 4.89359 -2.99114 0.07
H -2.78731 3.83242 -3.79970 0.08
C 1.11735 -0.88338 0.01622 -0.41
Ge 2.93354 -1.47530 0.31951 0.89
C 4.13938 -1.18653 -1.18303 -0.27
C 5.50887 -1.05200 -0.92747 -0.11
C 6.42426 -0.94432 -1.97020 -0.08
C 5.98182 -0.98216 -3.28501 -0.09
C 4.62627 -1.13096 -3.55364 -0.09
C 3.70801 -1.22633 -2.51195 -0.10
C 2.83082 -3.38791 0.64946 -0.28
C 3.99997 -4.11924 0.87920 -0.11
C 3.94509 -5.49513 1.06871 -0.09
C 2.71884 -6.15334 1.03142 -0.09
C 1.55032 -5.43674 0.80702 -0.08
C 1.60579 -4.05916 0.61433 -0.11
C 3.70186 -0.61137 1.87764 -0.29
C 3.64377 -1.23176 3.12705 -0.10
C 4.21166 -0.62796 4.24577 -0.08
C 4.84997 0.59991 4.12105 -0.09
C 4.91706 1.22627 2.88010 -0.09
C 4.34424 0.62455 1.76605 -0.14
H 5.87009 -1.02734 0.09521 0.10
H 7.48218 -0.83828 -1.75236 0.10
H 6.69229 -0.90592 -4.10056 0.10
H 4.29299 -1.18694 -4.58114 0.10
H 2.64895 -1.35645 -2.73298 0.10
H 4.96197 -3.61278 0.91125 0.10
H 4.85646 -6.05489 1.24678 0.10
H 2.67641 -7.22767 1.17469 0.10
H 0.59454 -5.94954 0.78267 0.11
H 0.69283 -3.50281 0.43240 0.08
H 3.15805 -2.19963 3.23009 0.10
H 4.15968 -1.11889 5.21196 0.10
H 5.29521 1.07004 4.99177 0.10
H 5.41240 2.18559 2.78134 0.11
H 4.39049 1.12885 0.80467 0.10
```

Values from the calculation:
- E_HOMO (alpha / beta): -0.2392 / -0.2715 Eh
- E: -128462.9682 eV
- Orbital gap (alpha / beta): 6.89 / 7.77 eV
- <S²>: 2.08
- Net charge: 0
- Multiplicity: 3
- LUMO (alpha / beta): 0.01401 / 0.01398 Eh

No. 4
This record from OMol25 describes a cluster of 7 separate species, C26H69N3O12 in total in a non-equilibrium geometry. The level of theory is ωB97M-V with the def2-TZVPD basis set.

XYZ file:
```
110
Properties=species:S:1:pos:R:3:lowdin_charge:R:1
C -4.39300 -32.07400 2.98700 -0.10
O -3.15100 -32.64700 2.60000 -0.16
C -2.14900 -32.28800 3.53500 -0.22
C -0.89800 -33.11500 3.37500 -0.19
N -0.00100 -32.74000 4.41400 -0.08
C 1.24900 -33.45800 4.36600 -0.16
C 2.05100 -33.03200 5.56300 -0.37
O 1.50200 -33.05000 6.68700 -0.16
C 2.30300 -32.61700 7.78900 -0.03
H -5.19200 -32.57400 2.48200 0.08
H -4.38400 -31.02600 2.77300 0.08
H -4.63600 -32.17600 3.99600 0.06
H -2.54500 -32.43100 4.51300 0.10
H -1.94600 -31.17800 3.56300 0.12
H -0.44800 -32.94200 2.36800 0.12
H -1.12300 -34.17500 3.42800 0.12
H -0.41500 -32.72500 5.38000 0.11
H 1.87100 -33.36900 3.50700 0.09
H 0.98000 -34.49400 4.51600 0.12
H 2.36200 -31.95400 5.44200 0.11
H 2.99600 -33.62000 5.62200 0.15
H 3.07600 -33.29800 8.04600 0.08
H 1.59600 -32.46700 8.63800 0.10
H 2.69900 -31.61600 7.55100 0.09
C 5.44600 -26.43900 3.07500 -0.11
O 5.94900 -27.68000 2.64400 -0.18
C 4.97400 -28.69300 2.80300 -0.19
C 5.44600 -29.92300 1.91000 -0.15
N 4.43500 -30.95200 1.95300 -0.08
C 4.86500 -32.00400 0.99200 -0.15
C 3.69000 -32.94000 0.92800 -0.42
O 2.65800 -32.64200 0.33900 -0.14
C 1.63800 -33.61900 0.33800 -0.05
H 4.64500 -26.04400 2.50300 0.07
H 6.21400 -25.66300 3.05600 0.09
H 5.21700 -26.58100 4.16400 0.08
H 3.97500 -28.42000 2.49200 0.10
H 4.81500 -28.98200 3.85700 0.10
H 6.41500 -30.29900 2.26700 0.11
H 5.59800 -29.64300 0.84900 0.12
H 3.49600 -30.66200 1.63000 0.09
H 5.72000 -32.52600 1.41700 0.13
H 5.16000 -31.69900 -0.01600 0.13
H 3.37700 -33.23200 1.96400 0.13
H 4.12300 -33.81700 0.46900 0.12
H 0.65100 -33.15700 0.40400 0.07
H 1.66100 -34.38200 1.16700 0.11
H 1.81100 -34.10700 -0.62100 0.10
C 0.91300 -29.86600 0.88900 -0.09
O 1.96600 -29.61900 1.76700 -0.21
C 1.73400 -30.11200 3.06900 -0.20
C 0.57700 -29.43500 3.78800 -0.14
N 0.56100 -29.94200 5.19200 -0.06
C -0.62700 -29.67300 5.84500 -0.23
C -0.84500 -30.62200 6.99700 -0.38
O -1.36000 -31.68500 6.63800 -0.18
C -1.57200 -32.58700 7.75000 -0.04
H 1.18200 -29.61400 -0.14900 0.11
H -0.06400 -29.52400 1.23200 0.09
H 0.77500 -30.91200 0.80600 0.05
H 2.53200 -29.94500 3.76000 0.09
H 1.70500 -31.23500 2.95500 0.13
H -0.42800 -29.64600 3.37900 0.10
H 0.69000 -28.35200 3.78900 0.13
H 0.42500 -30.95400 5.13300 0.07
H -1.48200 -29.62100 5.18100 0.12
H -0.63200 -28.70600 6.35600 0.12
H -1.56400 -30.16900 7.72500 0.15
H 0.13600 -30.75900 7.43400 0.12
H -2.53400 -32.41000 8.28200 0.10
H -0.83700 -32.56100 8.60000 0.10
H -1.66400 -33.64100 7.41300 0.10
O 6.78200 -27.73800 5.66700 -0.06
C 6.46100 -28.29200 6.94500 -0.25
C 6.09500 -27.30000 7.94000 -0.27
O 5.86900 -28.01800 9.12700 -0.06
H 6.76200 -28.43700 5.05400 0.00
H 5.66000 -29.05400 6.81000 0.12
H 7.34200 -28.85800 7.20500 0.11
H 5.21300 -26.73200 7.63400 0.11
H 6.87700 -26.60400 8.08700 0.11
H 5.45700 -27.37200 9.75500 0.11
O 2.60900 -25.89600 7.06700 -0.04
C 2.53400 -27.28800 7.27900 -0.28
C 3.00900 -27.89600 6.08600 -0.28
O 3.10700 -29.27600 6.29400 -0.07
H 1.81700 -25.44600 7.39000 0.09
H 3.02900 -27.70600 8.14600 0.12
H 1.49300 -27.52300 7.40700 0.11
H 3.97700 -27.46100 5.84600 0.10
H 2.38300 -27.70700 5.17600 0.14
H 2.33300 -29.74300 6.06200 0.00
C 8.92300 -30.91900 5.69700 -0.10
C 8.64500 -30.76700 4.28200 -0.34
O 8.14700 -29.46500 4.02300 -0.08
H 9.17000 -31.96700 5.98500 0.10
H 8.01400 -30.69300 6.25400 0.05
H 9.69200 -30.21500 6.02400 0.09
H 7.96400 -31.58600 3.99900 0.12
H 9.50000 -30.99900 3.77700 0.08
H 8.93400 -28.87200 3.90200 0.13
C 5.68700 -32.04300 6.40100 -0.07
C 5.20400 -31.55800 5.12400 -0.38
O 5.35800 -32.42600 4.06700 -0.09
H 5.88700 -31.28200 7.14400 0.08
H 6.49500 -32.70900 6.37800 0.07
H 4.93000 -32.67600 6.88300 0.06
H 5.87900 -30.74100 4.77800 0.10
H 4.22000 -31.07700 5.10200 0.08
H 5.02000 -31.97300 3.24500 0.03
```

Values from the calculation:
- E_HOMO: -0.3169 Eh
- E: -57110.9697 eV
- Orbital gap: 9.17 eV
- SMILES string: COCCNCCOC.COCCNCCOC.COCCNCCOC.OCCO.OCCO.CCO.CCO
- Net charge: 0
- Multiplicity: 1
- LUMO: 0.02015 Eh